{
  "formula": "C2H6N4S",
  "method": "ωB97M-V with the def2-TZVPD basis set",
  "species": ["C", "C", "H", "H", "H", "H", "H", "H", "N", "N", "N", "N", "S"],
  "xyz": [[-1.42735, 0.27562, -0.77902], [1.16342, -0.38224, 0.37669], [-2.42320, 0.83035, 0.84220], [-3.37805, 0.98547, -1.01916], [-0.36104, -1.02499, -1.85560], [3.06759, -0.21681, 1.60169], [1.87329, 1.03175, 2.04612], [2.34456, -1.61175, -0.21711], [-2.49621, 1.13376, -0.38330], [-1.41359, -0.64018, -1.78930], [2.07545, 0.15771, 1.31177], [1.15594, -1.43400, -0.43938], [-0.18081, 0.89531, 0.30442]],
  "atomic_forces_ev_per_a": [[-0.45, -2.58, -3.82], [-1.19, 0.51, -0.70], [-1.60, 1.47, -4.76], [1.87, 0.00, 2.20], [-2.89, 1.05, 0.32], [-2.95, 0.34, -1.42], [-0.04, -3.26, -3.21], [-3.97, -0.61, -1.20], [-0.51, -2.63, 2.13], [2.47, 2.88, 3.84], [1.98, 1.33, 2.74], [5.63, 2.65, 3.59], [1.64, -1.16, 0.31]],
  "spin_multiplicity": 1,
  "gap_ev": 9.5,
  "relative_energy_kj_mol": 377.6,
  "total_charge": 0,
  "smiles": "[H]/N=C(/N)S/C(N)=N/[H]"
}